The following is a DFT calculation (ωB97M-V with the def2-TZVPD basis set) of a molecular structure, C29H30NO4Ti at a distorted geometry.

The calculation puts the strongest force on any atom at 0.080 hartree/bohr. The multiplicity is 2. The charge is 0. As for the LUMO energy (alpha / beta): 0.12 / 0.12 eV. The calculation puts the HOMO energy (alpha / beta) at -6.799 / -7.780 eV.

Each line ends with the natural charge from an NBO analysis.
Cartesian coordinates (Å):
C 1.839 0.074 1.455  -0.328
C 2.181 -0.534 0.202  -0.268
C 2.093 0.461 -0.812  -0.313
H 2.538 -1.548 0.060  0.232
C 1.706 1.689 -0.193  -0.260
C 1.592 1.469 1.217  -0.274
H 1.626 2.658 -0.682  0.220
C -1.129 -1.514 1.488  -0.300
C -0.055 -2.167 0.833  -0.272
C -0.329 -2.193 -0.564  -0.305
H 0.771 -2.674 1.328  0.236
C -1.570 -1.534 -0.785  -0.076
C -2.053 -1.081 0.486  -0.311
H 2.379 0.338 -1.852  0.236
H 1.489 2.239 1.978  0.248
H 1.832 -0.412 2.427  0.264
H -3.045 -0.669 0.663  0.232
H 0.244 -2.716 -1.332  0.234
H -1.332 -1.512 2.557  0.265
Ti -0.090 0.186 0.256  1.089
C -2.371 -1.466 -2.074  -0.049
C -3.745 -2.122 -1.881  -0.594
C -1.637 -2.177 -3.220  -0.615
H -3.642 -3.136 -1.471  0.225
H -4.268 -2.190 -2.846  0.204
H -4.373 -1.532 -1.200  0.213
H -1.639 -3.263 -3.042  0.226
H -0.595 -1.850 -3.330  0.218
H -2.155 -1.996 -4.172  0.204
C -2.633 0.017 -2.399  -0.478
C -1.392 0.820 -2.521  0.717
H -3.259 0.475 -1.620  0.256
H -3.181 0.073 -3.344  0.204
O -0.616 1.005 -1.513  -0.642
N -1.159 1.382 -3.691  -0.560
C -0.190 2.472 -3.951  -0.236
H -1.860 1.230 -4.414  0.406
C 1.165 1.967 -4.338  -0.069
C 2.308 2.629 -3.874  -0.197
H 2.182 3.532 -3.272  0.216
C 3.578 2.137 -4.182  -0.201
H 4.459 2.649 -3.790  0.223
C 3.706 1.005 -4.989  -0.213
H 4.696 0.621 -5.227  0.220
C 2.567 0.366 -5.488  -0.221
H 2.657 -0.513 -6.120  0.217
C 1.297 0.861 -5.177  -0.157
H 0.397 0.394 -5.587  0.200
H -0.138 3.105 -3.065  0.232
H -0.624 3.055 -4.771  0.217
O -2.540 3.656 2.052  -0.701
C -2.469 3.302 3.355  0.434
C -3.056 4.126 4.332  -0.318
C -2.944 3.794 5.680  -0.171
C -2.272 2.641 6.078  -0.275
C -1.706 1.810 5.112  -0.124
C -1.795 2.116 3.749  -0.284
C -1.030 1.277 2.799  0.783
O -0.287 0.402 3.273  -0.664
O -1.152 1.475 1.487  -0.780
H -2.077 2.918 1.568  0.509
H -3.584 5.030 4.022  0.219
H -3.387 4.441 6.428  0.209
H -2.176 2.384 7.130  0.211
H -1.168 0.907 5.391  0.236


The following is a DFT calculation (ωB97M-V with the def2-TZVPD basis set) of a molecular structure, C29H31As2F6GeNO4S2Zr.

The calculation puts the strongest force on any atom at 0.009 hartree/bohr. The energy relative to the best compared isomer or geometry (same formula, charge and spin) is 0.00 kcal/mol. The multiplicity is 2. The charge is +3. As for the LUMO energy (alpha / beta): -9.34 / -10.18 eV. The calculation puts the HOMO energy (alpha / beta) at -16.526 / -16.529 eV.

Each line ends with the Löwdin spin population.
Cartesian coordinates (Å):
Zr 0.871 0.383 -1.358  0.013
F -1.856 1.667 0.750  0.000
C -0.937 2.156 1.574  0.000
F -1.036 1.585 2.757  0.000
F -1.060 3.462 1.672  0.000
S 0.747 1.753 0.906  0.008
O 0.717 2.330 -0.533  0.006
O 1.712 2.346 1.758  0.001
N 0.781 0.234 0.614  0.074
S -1.644 -1.028 -1.459  0.000
O -1.451 0.443 -1.927  0.000
O -0.173 -1.478 -1.516  0.000
C -2.313 -1.895 -2.985  0.000
F -3.500 -1.383 -3.247  0.000
F -2.396 -3.169 -2.682  0.000
F -1.494 -1.715 -4.012  0.000
C 3.823 -1.109 3.668  0.098
As 2.553 -1.501 2.265  0.534
C 1.043 -2.409 3.030  0.066
C 3.316 -2.584 0.869  0.077
C 3.377 -3.946 1.151  0.026
C 4.015 -4.816 0.277  0.005
C 4.585 -4.324 -0.884  0.004
C 4.495 -2.970 -1.188  0.000
C 3.871 -2.082 -0.320  0.005
As 3.655 -0.241 -0.896  0.004
C 4.360 0.820 0.569  0.019
C 5.039 0.054 -2.211  0.000
H 3.729 -1.899 4.415  0.018
H 3.577 -0.148 4.117  0.004
H 4.829 -1.091 3.256  0.001
H 1.406 -3.264 3.603  0.016
H 0.372 -2.737 2.241  -0.001
H 0.532 -1.723 3.704  0.002
H 2.943 -4.346 2.060  0.003
H 4.068 -5.870 0.511  0.001
H 5.095 -4.992 -1.565  0.000
H 4.931 -2.622 -2.115  0.000
H 5.316 0.400 0.878  0.000
H 3.666 0.873 1.402  0.013
H 4.512 1.833 0.199  0.002
H 6.001 -0.208 -1.771  0.000
H 5.035 1.113 -2.462  0.000
H 4.869 -0.532 -3.111  0.000
C -2.543 1.236 -4.859  0.000
Ge -1.669 2.064 -3.364  0.000
C -2.689 3.309 -2.372  0.000
C -3.999 3.503 -2.829  0.000
C -4.832 4.404 -2.183  0.000
C -4.368 5.105 -1.080  0.000
C -3.071 4.910 -0.616  0.000
C -2.230 4.019 -1.257  0.000
C 0.289 1.982 -3.544  0.000
C 0.756 0.766 -4.037  0.000
C 2.105 0.582 -4.389  0.001
C 2.972 1.648 -4.305  0.001
C 2.547 2.907 -3.837  0.000
C 3.449 4.000 -3.782  0.000
C 3.018 5.230 -3.386  0.000
C 1.661 5.425 -3.034  0.000
C 0.770 4.391 -3.062  0.000
C 1.180 3.094 -3.457  0.000
H -2.675 2.019 -5.611  0.000
H -3.527 0.859 -4.588  0.000
H -1.950 0.442 -5.303  0.000
H -4.376 2.965 -3.690  0.000
H -5.840 4.559 -2.542  0.000
H -5.018 5.808 -0.578  0.000
H -2.719 5.462 0.246  0.000
H -1.223 3.877 -0.888  0.000
H 0.067 -0.058 -4.189  0.000
H 2.428 -0.369 -4.794  0.000
H 3.998 1.543 -4.635  0.000
H 4.477 3.848 -4.086  0.000
H 3.702 6.067 -3.359  0.000
H 1.326 6.414 -2.750  0.000
H -0.263 4.578 -2.812  0.000


The following is a DFT calculation (ωB97M-V with the def2-TZVPD basis set) of a molecular structure, C29H31BrF5NNbO4 at a distorted geometry.

The calculation puts the strongest force on any atom at 0.051 hartree/bohr. The multiplicity is 1. The charge is -1. As for the LUMO energy: 1.82 eV. The calculation puts the HOMO energy at -5.794 eV.

Each line ends with the Löwdin charge.
Cartesian coordinates (Å):
C 2.923 -2.929 -4.628  -0.059
C 4.253 -2.838 -3.895  -0.425
O 5.073 -3.947 -4.260  -0.048
C 3.990 -2.808 -2.392  -0.322
O 4.884 -1.946 -1.714  -0.477
Nb 4.279 -0.208 -0.969  0.985
Br 2.294 -1.161 0.414  -0.028
C 5.822 -0.227 0.785  -0.492
O 5.394 -0.238 1.910  -0.031
N 7.308 -0.336 0.611  0.074
C 7.992 -0.578 1.782  -0.594
O 8.572 0.179 2.496  0.134
F 7.960 -1.886 2.062  0.108
H 3.069 -3.222 -5.658  0.074
H 2.396 -1.985 -4.570  0.077
H 2.291 -3.656 -4.124  0.079
H 4.760 -1.931 -4.192  0.138
H 4.549 -4.737 -4.102  0.080
H 4.165 -3.815 -2.022  0.122
H 2.953 -2.537 -2.221  0.055
H 3.376 0.153 -2.509  -0.110
H 3.718 1.453 -0.472  -0.164
H 5.631 0.697 -1.713  -0.116
H 7.639 0.569 0.294  0.115
F -1.575 -2.983 0.790  0.052
C -2.153 -1.770 0.920  -0.281
C -1.353 -0.647 0.963  -0.020
C -1.969 0.589 1.093  -0.071
C -3.351 0.685 1.183  -0.103
C -4.129 -0.463 1.143  -0.094
C -3.529 -1.706 1.005  -0.025
H -0.274 -0.734 0.894  0.000
H -1.359 1.481 1.121  0.109
H -3.819 1.654 1.289  0.080
H -5.207 -0.392 1.219  0.094
H -4.113 -2.615 0.963  0.112
F -5.822 2.809 2.506  0.057
C -6.964 2.446 1.891  -0.288
C -8.128 2.389 2.630  -0.017
C -9.301 2.021 1.989  -0.085
C -9.296 1.712 0.637  -0.100
C -8.111 1.773 -0.084  -0.092
C -6.932 2.147 0.544  -0.020
H -8.106 2.628 3.684  0.117
H -10.224 1.977 2.551  0.103
H -10.215 1.425 0.144  0.103
H -8.105 1.531 -1.137  0.101
H -6.000 2.207 -0.001  0.118
F 13.876 -3.270 5.272  0.038
C 12.810 -3.424 4.448  -0.292
C 12.629 -4.638 3.820  -0.031
C 11.534 -4.790 2.981  -0.088
C 10.652 -3.738 2.780  -0.085
C 10.860 -2.526 3.422  -0.064
C 11.947 -2.363 4.269  -0.013
H 13.333 -5.441 3.988  0.111
H 11.372 -5.736 2.483  0.101
H 9.801 -3.859 2.125  0.099
H 10.175 -1.704 3.266  0.084
H 12.126 -1.430 4.785  0.117
F -9.240 2.902 -3.111  0.050
C -9.889 4.069 -2.906  -0.282
C -10.772 4.513 -3.868  -0.019
C -11.436 5.711 -3.653  -0.088
C -11.208 6.443 -2.497  -0.100
C -10.312 5.973 -1.548  -0.080
C -9.646 4.773 -1.746  -0.012
H -10.928 3.929 -4.765  0.117
H -12.135 6.073 -4.395  0.103
H -11.727 7.378 -2.338  0.099
H -10.128 6.541 -0.647  0.105
H -8.950 4.386 -1.014  0.108